1.
Formula: C23H58N7O13
Source: the OMol25 dataset
Level of theory: ωB97M-V/def2-TZVPD

```
101
Properties=species:S:1:pos:R:3:lowdin_charge:R:1
C 0.396 0.471 -4.846 0.009
C -0.781 1.129 -5.343 -0.443
O -1.494 1.893 -4.763 0.207
N -1.152 0.569 -6.657 0.096
H -0.330 0.636 -7.241 0.182
H -1.046 -0.422 -6.487 0.155
C -2.578 1.014 -7.304 0.138
H 0.495 0.658 -3.777 0.098
H 1.316 0.898 -5.245 0.123
H 0.484 -0.606 -4.991 0.093
H -2.437 2.066 -7.551 0.121
H -3.306 0.765 -6.532 0.103
H -2.737 0.202 -8.013 0.108
C 3.415 -1.964 -1.260 0.011
C 4.563 -1.135 -1.738 -0.397
O 5.422 -0.824 -1.000 0.220
N 4.570 -0.789 -3.261 0.104
H 3.821 -1.281 -3.728 0.148
H 4.317 0.180 -3.396 0.147
C 6.000 -1.025 -3.873 0.078
H 3.273 -1.867 -0.184 0.107
H 3.529 -3.029 -1.462 0.103
H 2.548 -1.574 -1.795 0.057
H 5.880 -0.671 -4.896 0.104
H 6.119 -2.106 -3.943 0.108
H 6.736 -0.528 -3.241 0.115
C -1.338 -6.558 -3.875 0.046
C -1.985 -5.238 -3.793 -0.394
O -3.068 -5.036 -4.263 0.203
N -1.090 -4.013 -3.527 0.086
H -0.291 -4.127 -4.136 0.171
H -1.638 -3.192 -3.742 0.161
C -0.878 -3.837 -2.028 0.042
H -1.302 -7.002 -2.880 0.116
H -0.324 -6.358 -4.222 0.105
H -1.895 -7.285 -4.466 0.131
H -0.403 -2.857 -2.049 0.075
H -0.255 -4.603 -1.567 0.119
H -1.893 -3.883 -1.633 0.118
C -1.651 -1.563 0.977 0.035
C -0.620 -0.700 0.148 -0.317
O 0.287 -1.143 -0.516 0.094
N -0.658 0.821 0.278 0.127
H -1.007 1.135 1.174 0.073
H 0.306 1.086 0.122 0.091
C -1.656 1.444 -0.789 0.075
H -1.718 -1.080 1.952 0.049
H -1.235 -2.558 1.135 0.078
H -2.623 -1.780 0.534 0.092
H -2.641 1.000 -0.649 0.107
H -1.281 1.374 -1.810 0.070
H -1.527 2.518 -0.655 0.082
C 0.477 4.802 -0.312 0.025
C 1.194 5.964 -0.901 -0.355
O 0.705 6.914 -1.464 0.189
N 2.702 6.110 -0.597 0.099
H 2.878 7.100 -0.493 0.177
H 2.980 5.824 0.331 0.171
C 3.589 5.504 -1.678 0.051
H -0.508 5.263 -0.234 0.116
H 0.892 4.334 0.580 0.091
H 0.411 3.987 -1.032 0.089
H 3.510 4.419 -1.619 0.070
H 4.586 5.775 -1.330 0.119
H 3.282 5.791 -2.683 0.118
C 0.492 -2.640 4.184 0.029
C 1.117 -1.813 5.284 -0.340
O 2.324 -1.692 5.327 0.193
N 0.244 -1.135 6.342 0.101
H -0.040 -0.232 5.987 0.171
H -0.674 -1.554 6.294 0.154
C 0.793 -1.278 7.758 0.056
H 1.227 -2.769 3.390 0.103
H -0.305 -2.080 3.694 0.065
H 0.208 -3.633 4.530 0.113
H 0.640 -2.286 8.146 0.120
H 0.258 -0.506 8.311 0.112
H 1.876 -1.209 7.864 0.117
C -4.445 -0.243 3.902 0.012
C -5.362 -0.470 5.045 -0.353
O -6.630 -0.342 4.982 0.164
N -4.713 -0.759 6.330 0.110
H -5.480 -0.951 6.959 0.188
H -4.092 -1.552 6.242 0.172
C -3.898 0.454 6.878 0.070
H -3.698 -1.037 3.882 0.085
H -3.935 0.720 3.947 0.093
H -4.990 -0.063 2.976 0.118
H -3.683 0.112 7.890 0.110
H -4.539 1.334 6.927 0.128
H -2.989 0.695 6.328 0.086
O 4.023 2.658 -0.190 0.093
C 2.864 2.061 -0.547 -0.854
O 2.858 1.473 -1.639 -0.049
O 1.931 1.930 0.258 -0.038
H 3.779 3.091 0.632 0.110
O -1.116 3.174 4.002 0.126
C -1.360 2.529 2.880 -0.853
O -1.458 1.293 2.946 -0.085
O -1.647 3.248 1.886 -0.007
H -0.922 2.460 4.614 0.087
```

Computed properties:
**HOMO energy**: -0.673 Eh
**Gap between HOMO and LUMO**: 6.59 eV
**Net charge**: +5
**E_LUMO**: -11.724 eV
**E**: -61785.3637 eV
**Relative energy (zero: lowest compared OMol25 entry of this formula, charge and spin)**: 333.4 kJ/mol

---

2.
Formula: C23H61Cu2O22S7
Source: the OMol25 dataset
Level of theory: ωB97M-V/def2-TZVPD

```
115
Properties=species:S:1:pos:R:3:mulliken_spin:R:1
Cu 2.807 5.776 -1.930 0.000
Cu 5.794 1.266 -1.606 0.000
C 0.156 0.756 1.193 0.107
C 0.310 1.342 -0.214 -0.033
O 1.556 1.890 -0.560 0.897
H -0.852 0.343 1.222 -0.001
H 0.255 1.521 1.963 -0.002
H 0.788 -0.081 1.491 -0.004
H -0.452 2.119 -0.252 0.015
H -0.017 0.511 -0.839 0.023
O 1.450 4.453 -6.081 0.000
S 1.840 3.448 -7.027 0.000
O 2.826 2.464 -6.621 0.000
O 0.524 2.654 -7.674 0.000
C -0.659 3.385 -7.996 0.000
C -1.489 3.485 -6.724 0.000
C 2.587 4.139 -8.623 0.000
H -1.215 3.069 -8.879 0.000
H -0.345 4.379 -8.312 0.000
H -2.382 4.093 -6.871 0.000
H -1.040 4.012 -5.882 0.000
H -1.781 2.479 -6.421 0.000
H 2.695 3.289 -9.297 0.000
H 3.576 4.503 -8.345 0.000
H 1.994 4.912 -9.112 0.000
O -5.326 2.360 3.268 0.000
S -6.269 1.319 3.070 0.000
O -5.958 -0.024 3.568 0.000
O -7.733 1.767 3.721 0.000
C -8.793 0.796 3.777 0.000
C -9.525 0.947 5.117 0.000
C -6.536 1.351 1.286 0.000
H -8.374 -0.208 3.707 0.000
H -9.473 0.927 2.935 0.000
H -8.870 0.722 5.958 0.000
H -10.396 0.293 5.158 0.000
H -9.988 1.932 5.193 0.000
H -5.629 1.228 0.693 0.000
H -7.022 2.268 0.954 0.000
H -7.113 0.448 1.086 0.000
O 6.546 4.133 3.864 0.000
S 6.348 2.703 4.067 0.000
O 5.997 1.852 2.903 0.000
O 7.625 2.156 4.952 0.000
C 7.994 0.837 4.808 0.000
C 7.178 0.023 5.733 0.000
C 4.956 2.481 5.326 0.000
H 9.054 0.747 5.044 0.000
H 7.925 0.368 3.826 0.000
H 6.246 -0.336 5.297 0.000
H 6.895 0.392 6.719 0.000
H 7.774 -0.886 5.825 0.000
H 5.353 2.994 6.202 0.000
H 4.846 1.435 5.612 0.000
H 4.022 2.963 5.036 0.000
O -3.358 -7.551 4.497 0.520
S -2.558 -7.743 5.686 -0.062
O -1.429 -8.661 5.746 0.069
O -1.934 -6.235 6.112 0.303
C -2.833 -5.085 6.017 0.013
C -2.559 -4.214 7.263 0.039
C -3.823 -8.092 7.047 0.101
H -3.889 -5.343 5.932 0.000
H -2.611 -4.537 5.101 -0.001
H -1.477 -4.284 7.377 -0.001
H -2.885 -4.640 8.212 -0.001
H -2.751 -3.143 7.188 0.005
H -3.222 -8.158 7.955 0.015
H -4.423 -8.994 6.929 -0.005
H -4.567 -7.297 7.088 0.004
O 6.674 -2.951 0.180 0.000
S 7.447 -4.095 0.680 0.000
O 8.794 -3.825 1.209 0.000
O 6.570 -4.907 1.780 0.000
C 5.235 -5.230 1.574 0.000
C 4.488 -4.792 2.819 0.000
C 7.581 -5.310 -0.659 0.000
H 4.989 -6.286 1.456 0.000
H 4.886 -4.644 0.723 0.000
H 4.919 -5.224 3.723 0.000
H 3.449 -5.119 2.873 0.000
H 4.580 -3.718 2.980 0.000
H 6.605 -5.688 -0.963 0.000
H 8.160 -6.134 -0.242 0.000
H 8.112 -4.836 -1.485 0.000
O -1.555 7.495 -3.235 0.000
S -2.793 8.259 -3.637 0.000
O -2.981 9.687 -3.256 0.000
O -3.058 8.059 -5.304 0.000
C -3.796 9.041 -6.012 0.000
C -3.738 8.669 -7.504 0.000
C -4.260 7.326 -2.857 0.000
H -3.444 10.062 -5.866 0.000
H -4.864 8.946 -5.813 0.000
H -4.369 9.304 -8.127 0.000
H -3.968 7.623 -7.708 0.000
H -2.694 8.752 -7.806 0.000
H -5.251 7.659 -3.166 0.000
H -4.141 7.648 -1.822 0.000
H -4.102 6.248 -2.884 0.000
O 2.730 -2.744 -3.339 0.000
S 1.913 -3.821 -3.872 0.000
O 2.423 -5.148 -4.315 0.000
O 0.597 -4.020 -2.819 0.000
C -0.198 -5.162 -2.951 0.000
C -0.718 -5.519 -1.546 0.000
C 0.889 -3.085 -5.262 0.000
H 0.260 -5.986 -3.497 0.000
H -1.075 -4.970 -3.571 0.000
H 0.017 -5.757 -0.777 0.000
H -1.395 -6.362 -1.688 0.000
H -1.354 -4.758 -1.093 0.000
H 0.135 -3.843 -5.476 0.000
H 1.614 -2.822 -6.032 0.000
H 0.327 -2.241 -4.864 0.000
```

Computed properties:
**<S²>**: 2.02
**HOMO energy (alpha / beta)**: -0.555 / -0.555 Eh
**Gap between HOMO and LUMO (alpha / beta)**: 4.93 / 2.03 eV
**Net charge**: +3
**E_LUMO (alpha / beta)**: -10.177 / -13.076 eV
**E**: -234968.1186 eV
**Relative energy (zero: lowest compared OMol25 entry of this formula, charge and spin)**: 0.0 kJ/mol
**Spin multiplicity**: 3

---

3.
Formula: C23H61NO15
Source: the OMol25 dataset
Level of theory: ωB97M-V/def2-TZVPD

```
100
Properties=species:S:1:pos:R:3:mulliken_spin:R:1
C -3.088 3.767 0.169 0.075
C -4.594 3.831 0.689 0.643
O -5.040 2.540 1.129 -1.201
O -2.104 3.591 1.107 -0.053
H -2.793 4.614 -0.450 -0.003
H -3.056 3.006 -0.611 0.057
H -5.193 4.199 -0.144 -0.121
H -4.729 4.461 1.568 0.041
H -5.672 2.594 1.850 0.629
H -1.270 3.686 0.641 0.019
C -0.058 4.526 -3.023 0.010
C -0.120 3.046 -2.455 0.009
O -0.395 3.108 -1.096 0.019
O -1.189 5.252 -3.245 -0.011
H 0.491 4.452 -3.962 0.004
H 0.663 4.984 -2.346 0.000
H 0.797 2.476 -2.607 -0.007
H -0.930 2.378 -2.749 0.003
H -0.400 2.218 -0.736 0.009
H -1.002 5.959 -3.868 0.002
C -1.892 0.171 2.436 0.647
C -0.487 0.725 1.899 0.028
O -0.146 0.569 0.534 -0.049
O -2.048 -1.139 2.070 0.159
H -2.741 0.808 2.187 -0.340
H -2.066 0.186 3.512 -0.022
H 0.268 0.311 2.567 -0.001
H -0.347 1.806 1.944 0.003
H -0.025 -0.347 0.272 0.001
H -2.966 -1.370 1.911 0.075
C -7.259 -3.051 5.586 -0.022
C -6.785 -2.396 4.289 0.330
O -5.466 -1.747 4.234 -0.105
O -8.630 -2.856 5.775 -0.048
H -6.756 -2.452 6.346 0.023
H -7.057 -4.122 5.610 -0.004
H -7.531 -1.628 4.086 0.026
H -6.845 -3.035 3.409 0.149
H -5.534 -1.305 3.384 0.107
H -9.055 -3.544 5.258 0.009
C 1.800 -2.770 2.151 0.011
C 0.396 -3.345 2.458 0.017
O 0.658 -4.750 2.581 -0.019
O 2.511 -2.989 3.329 0.000
H 1.475 -1.761 1.897 -0.006
H 2.222 -3.075 1.194 0.000
H -0.263 -3.112 1.621 0.024
H -0.027 -2.922 3.369 0.006
H 0.611 -5.296 1.793 0.002
H 2.255 -3.868 3.616 0.000
C -0.693 -1.586 -2.690 0.029
C 0.764 -1.588 -3.311 0.001
O 0.922 -2.141 -4.693 -0.006
O -1.344 -0.413 -3.275 -0.054
H -0.684 -1.464 -1.607 0.008
H -1.300 -2.443 -2.983 -0.018
H 1.494 -2.129 -2.708 -0.004
H 1.096 -0.550 -3.301 0.002
H 0.386 -1.637 -5.310 0.002
H -1.994 -0.104 -2.640 0.016
C -4.840 -0.620 -0.990 0.873
C -5.601 -1.120 0.258 0.318
O -5.110 -0.891 1.565 -1.377
O -3.463 -0.821 -0.731 -0.312
H -5.006 0.457 -1.002 -0.254
H -5.131 -0.956 -1.985 0.007
H -5.767 -2.191 0.142 -0.062
H -6.601 -0.687 0.242 -0.014
H -5.255 0.038 1.760 0.632
H -3.402 -0.406 0.133 0.101
C 3.282 -0.048 -0.794 -0.021
C 4.669 0.088 -0.139 -0.005
C 5.392 -1.323 -0.047 -0.001
C 5.948 -1.777 -1.369 0.001
C 6.803 -0.733 -2.002 0.000
C 6.178 0.612 -2.195 0.000
N 5.558 1.006 -0.912 0.001
O 5.017 2.285 -1.132 0.000
C 7.290 1.632 -2.615 0.000
C 5.138 0.566 -3.427 0.001
C 4.521 0.655 1.257 0.001
H 3.290 -0.794 -1.588 0.004
H 2.862 0.813 -1.314 -0.005
H 2.655 -0.568 -0.069 0.010
H 6.244 -1.358 0.631 0.000
H 4.660 -2.077 0.242 0.001
H 5.262 -2.239 -2.079 0.000
H 6.608 -2.615 -1.145 0.000
H 7.262 -1.017 -2.948 0.000
H 7.736 -0.681 -1.440 0.000
H 7.974 1.292 -3.392 0.000
H 6.948 2.618 -2.932 0.000
H 7.995 1.899 -1.827 0.000
H 5.690 0.005 -4.180 0.000
H 4.270 -0.085 -3.329 0.000
H 4.871 1.555 -3.799 0.000
H 3.893 -0.013 1.847 0.000
H 3.976 1.597 1.306 0.001
H 5.437 0.760 1.838 0.000
H 5.516 2.807 -0.500 0.000
```

Computed properties:
**<S²>**: 0.75
**HOMO energy (alpha / beta)**: 0.011 / -0.253 Eh
**Gap between HOMO and LUMO (alpha / beta)**: 1.73 / 8.91 eV
**Net charge**: -1
**E_LUMO (alpha / beta)**: 2.041 / 2.023 eV
**E**: -57034.3396 eV
**Spin multiplicity**: 2

---

Question: Among the records above, which one has the highest net charge?
Answer: C23H58N7O13

---

Question: E of number 1 (C23H58N7O13)?
Answer: -61785.3637 eV